ORCA calculation (ωB97M-V/def2-TZVPD) on a 8-piece molecular cluster, H16O8 overall.

Last columns: bonded neighbours and bond lengths (Å).
Cartesian coordinates (Å):
1 H 28.9500 -10.1430 -9.3820  O18 0.993
2 H 31.4460 -7.8920 -5.2950  O19 0.944
3 O 30.2610 -6.9650 -8.5510  H4 0.961, H9 0.969
4 H 29.6770 -6.9100 -7.7900  O3 0.961
5 O 31.3310 -4.6110 -7.6570  H14 0.929, H24 0.933
6 O 28.1490 -4.5690 -8.2400  H10 0.930, H17 0.945
7 H 28.0930 -7.6780 -6.6520  O13 0.949
8 H 27.6610 -8.9890 -8.3750  O21 0.954
9 H 30.0130 -7.8700 -8.7910  O3 0.969
10 H 28.0770 -5.4590 -7.9790  O6 0.930
11 H 30.2760 -6.2970 -10.5200  O23 0.935
12 H 29.2720 -7.3940 -5.8240  O13 0.966
13 O 28.6050 -6.9370 -6.3520  H7 0.949, H12 0.966
14 H 31.1340 -4.6400 -6.7500  O5 0.929
15 H 30.5050 -8.9510 -4.7650  O19 0.973
16 H 29.0700 -9.0990 -10.5200  O18 0.961
17 H 28.1890 -4.4710 -9.1790  O6 0.945
18 O 29.1880 -9.1980 -9.5710  H1 0.993, H16 0.961
19 O 30.8550 -8.5670 -5.5880  H2 0.944, H15 0.973
20 H 28.1880 -9.7380 -7.1450  O21 0.949
21 O 27.4590 -9.2270 -7.4740  H8 0.954, H20 0.949
22 H 30.3890 -5.1950 -11.5110  O23 0.934
23 O 30.1110 -6.0810 -11.4150  H11 0.935, H22 0.934
24 H 31.0280 -5.4480 -7.9370  O5 0.933

Output
Multiplicity: 1
LUMO in eV: -0.2
SMILES string: O.O.O.O.O.O.O.O
Energy relative to the best compared isomer or geometry (same formula, charge and spin) in kcal per mole: 52.70
HOMO-LUMO gap in eV: 10.0
DFT total energy in eV: -16639.7253

Charges per atom according to Löwdin partitioning, unit e: 0.101, 0.043, -0.075, -0.016, -0.021, -0.018, -0.004, 0.018, 0.009, -0.031, -0.032, 0.017, -0.041, 0.003, 0.069, 0.084, 0.025, -0.051, -0.033, 0.043, -0.026, 0.016, -0.026, -0.052